[1]
Computed, not measured: a cluster of 2 separate species, C4H8N2O in total, with ωB97M-V/def2-TZVPD.

Structure (ORCA input):
```
! RIJCOSX wB97M-V def2-TZVPD def2/J DEFGRID3
* xyz 0 1
O -1.048 0.905 -2.346
C -0.712 0.603 -1.221
C -0.548 1.523 -0.019
N 0.111 0.750 1.024
C 1.363 0.032 0.780
C 0.045 -0.635 0.628
N -0.419 -0.654 -0.754
H -0.020 2.439 -0.277
H -1.550 1.780 0.344
H 1.904 0.114 -0.160
H 1.985 -0.049 1.667
H -0.398 -1.338 1.333
H -0.285 -1.383 -1.444
H -0.269 -2.937 -0.203
H -0.411 -3.375 0.374
*
```

energy above the lowest of the compared OMol25 structures with the same formula, charge and spin: 2.930 eV
SMILES string: O=C1CN2C[C@@H]2N1.[H][H]
HOMO-LUMO gap: 10.33 eV
HOMO: -9.31 eV
total energy: -341.895959 Ha


[2]
Computed, not measured: a cluster of 2 separate species, C6H12N2 in total at a distorted geometry, with ωB97M-V/def2-TZVPD.

Structure (ORCA input):
```
! RIJCOSX wB97M-V def2-TZVPD def2/J DEFGRID3
* xyz 0 1
C -0.869 0.410 1.796
C 0.121 0.821 0.762
C 1.520 1.068 0.585
N 1.643 1.486 -0.748
C 0.343 1.307 -1.355
N -0.506 0.826 -0.510
H -1.417 1.310 1.960
H -0.697 -0.412 2.646
H -1.732 -0.019 1.214
H 2.403 1.036 1.147
H 2.427 2.000 -1.043
H 0.141 1.592 -2.359
C -1.425 -2.122 -0.764
C -0.345 -2.696 0.155
H -1.869 -2.979 -1.218
H -2.202 -1.506 -0.375
H -0.799 -1.515 -1.612
H -0.341 -2.224 1.150
H -0.460 -3.717 0.593
H 0.520 -2.477 -0.364
*
```

energy above the lowest of the compared OMol25 structures with the same formula, charge and spin: 2.243 eV
SMILES string: Cc1c[nH]cn1.CC
HOMO-LUMO gap: 9.35 eV
HOMO: -8.38 eV
total energy: -345.245438 Ha


[3]
Computed, not measured: a cluster of 16 separate species, C54H106O19S in total at a distorted geometry, with ωB97M-V/def2-TZVPD.

Structure (ORCA input):
```
! RIJCOSX wB97M-V def2-TZVPD def2/J DEFGRID3
* xyz 0 1
C 3.303 1.948 1.865
C 3.640 3.021 1.451
O 3.922 4.208 0.978
S 2.562 5.307 0.765
O 2.743 5.825 -0.555
O 1.371 4.179 0.750
O 0.779 4.018 -0.539
C 1.185 2.730 -1.026
C 0.290 1.541 -0.668
C 1.222 0.309 -0.695
C -0.383 1.585 0.724
C -1.847 2.058 0.724
C -2.015 3.581 0.549
C -2.510 1.687 2.064
H 3.122 0.947 2.175
H 1.233 2.843 -2.112
H 2.201 2.532 -0.680
H -0.492 1.357 -1.402
H 0.659 -0.608 -0.544
H 1.773 0.278 -1.637
H 1.967 0.441 0.094
H 0.186 2.147 1.469
H -0.405 0.553 1.083
H -2.372 1.579 -0.108
H -1.180 4.138 0.973
H -2.917 3.884 1.086
H -2.167 3.862 -0.493
H -3.592 1.773 1.962
H -2.215 0.701 2.422
H -2.211 2.441 2.799
C -3.361 -1.202 -3.205
C -2.326 -0.270 -3.772
O -1.547 0.315 -3.054
C -2.302 -0.102 -5.271
H -3.263 -1.226 -2.121
H -4.363 -0.859 -3.467
H -3.225 -2.207 -3.605
H -3.262 0.287 -5.617
H -2.124 -1.066 -5.750
H -1.512 0.593 -5.548
C -1.409 6.988 -2.169
C -2.634 6.334 -2.752
O -2.938 5.208 -2.429
C -3.453 7.139 -3.727
H -0.926 6.289 -1.488
H -0.702 7.266 -2.953
H -1.702 7.880 -1.614
H -2.849 7.409 -4.591
H -3.812 8.049 -3.242
H -4.303 6.553 -4.067
C -1.699 7.546 2.238
C -3.008 7.978 1.624
O -3.299 7.678 0.490
C -3.936 8.793 2.493
H -1.133 6.966 1.512
H -1.118 8.421 2.536
H -1.885 6.930 3.120
H -3.444 9.717 2.801
H -4.206 8.226 3.385
H -4.838 9.035 1.935
C -6.138 5.424 0.137
C -5.619 4.008 0.064
O -5.392 3.364 1.063
C -5.377 3.443 -1.312
H -6.263 5.712 1.178
H -5.428 6.102 -0.341
H -7.099 5.498 -0.376
H -4.640 4.053 -1.840
H -6.309 3.434 -1.882
H -4.999 2.426 -1.224
C -4.534 -6.306 -4.048
C -4.952 -4.857 -4.031
O -4.346 -4.018 -4.663
C -6.151 -4.484 -3.198
H -3.666 -6.424 -4.693
H -4.281 -6.629 -3.039
H -5.350 -6.923 -4.430
H -5.967 -4.717 -2.153
H -7.031 -5.032 -3.544
H -6.339 -3.417 -3.296
C 4.487 -3.293 -2.985
C 3.303 -2.461 -2.568
O 3.197 -2.066 -1.429
C 2.268 -2.145 -3.622
H 5.141 -3.433 -2.127
H 4.156 -4.270 -3.344
H 5.048 -2.789 -3.773
H 1.846 -3.071 -4.015
H 2.730 -1.594 -4.444
H 1.471 -1.543 -3.190
C 0.883 -0.125 5.792
C 1.183 -0.434 4.347
O 0.361 -0.277 3.475
C 2.569 -0.955 4.037
H -0.138 0.239 5.881
H 0.995 -1.020 6.402
H 1.571 0.640 6.158
H 2.748 -1.886 4.577
H 3.324 -0.228 4.344
H 2.657 -1.141 2.968
C 9.261 -3.096 0.442
C 7.966 -2.865 -0.300
O 7.763 -3.358 -1.386
C 6.936 -1.995 0.381
H 9.911 -3.735 -0.150
H 9.761 -2.144 0.626
H 9.060 -3.576 1.402
H 7.347 -1.000 0.562
H 6.651 -2.430 1.340
H 6.052 -1.908 -0.249
C -9.182 -0.379 -2.127
C -9.218 -1.887 -2.052
O -8.370 -2.512 -1.462
C -10.365 -2.576 -2.752
H -8.313 -0.009 -1.587
H -9.122 -0.057 -3.168
H -10.086 0.040 -1.682
H -10.351 -2.338 -3.817
H -11.315 -2.242 -2.332
H -10.275 -3.652 -2.625
C 6.663 1.121 1.721
C 7.332 0.113 2.619
O 6.740 -0.853 3.044
C 8.781 0.362 2.966
H 5.633 0.835 1.545
H 6.680 2.107 2.189
H 7.185 1.170 0.763
H 8.883 1.320 3.478
H 9.384 0.387 2.057
H 9.143 -0.432 3.615
C 2.075 -1.165 10.223
C 0.681 -0.864 9.728
O 0.280 -1.285 8.668
C -0.189 -0.009 10.617
H 2.595 -1.783 9.496
H 2.629 -0.236 10.367
H 2.027 -1.694 11.176
H 0.279 0.963 10.776
H -0.324 -0.495 11.585
H -1.160 0.133 10.149
C -2.554 5.849 -8.489
C -3.701 6.685 -7.977
O -3.806 6.966 -6.806
C -4.712 7.153 -8.997
H -1.903 5.577 -7.661
H -2.934 4.941 -8.960
H -1.981 6.412 -9.228
H -5.173 6.294 -9.487
H -4.221 7.766 -9.755
H -5.482 7.741 -8.503
C 5.970 -6.713 0.207
C 4.637 -6.465 -0.451
O 4.354 -6.955 -1.521
C 3.668 -5.570 0.284
H 6.569 -7.365 -0.427
H 6.499 -5.769 0.346
H 5.836 -7.187 1.178
H 4.108 -4.582 0.426
H 3.427 -5.998 1.258
H 2.756 -5.470 -0.300
C -2.326 -5.167 0.502
C -3.714 -4.882 -0.012
O -4.133 -5.398 -1.026
C -4.556 -3.921 0.788
H -1.826 -5.869 -0.162
H -1.749 -4.242 0.550
H -2.381 -5.596 1.504
H -4.059 -2.951 0.847
H -4.696 -4.302 1.801
H -5.528 -3.796 0.315
C 8.318 -9.783 2.472
C 8.334 -8.468 3.214
O 7.632 -7.543 2.876
C 9.267 -8.363 4.395
H 7.610 -9.729 1.648
H 9.312 -10.001 2.078
H 8.024 -10.589 3.146
H 10.297 -8.528 4.075
H 9.009 -9.115 5.143
H 9.183 -7.374 4.839
*
```

HOMO-LUMO gap: 9.45 eV
HOMO: -8.81 eV
total energy: -3948.653096 Ha


[4]
Computed, not measured: an isolated molecule of C6H4ClN3O2 at a distorted geometry, with ωB97M-V/def2-TZVPD.

Structure (ORCA input):
```
! RIJCOSX wB97M-V def2-TZVPD def2/J DEFGRID3
* xyz 0 1
N -1.646 3.003 -1.739
C -1.547 2.269 -0.850
N -1.441 1.440 0.196
C -0.158 0.972 0.623
C 0.152 -0.324 -0.147
C -0.816 -1.226 -0.437
C -2.195 -0.985 -0.114
Cl -3.196 -2.397 -0.023
C -2.520 0.268 0.181
N -3.792 0.750 0.456
O -4.695 -0.086 0.349
O -3.894 1.908 0.852
H -0.072 0.541 1.718
H 0.445 1.849 0.398
H 1.217 -0.302 -0.302
H -0.759 -2.202 -0.991
*
```

energy above the lowest of the compared OMol25 structures with the same formula, charge and spin: 1.232 eV
SMILES string: N#CN1CC=CC(Cl)=C1[N+](=O)[O-]
HOMO-LUMO gap: 8.44 eV
HOMO: -9.95 eV
total energy: -1005.768302 Ha


[5]
Computed, not measured: a cluster of 4 separate species, CH11N2O3 in total at a distorted geometry, with ωB97M-V/def2-TZVPD.

Structure (ORCA input):
```
! RIJCOSX wB97M-V def2-TZVPD def2/J DEFGRID3
* xyz 2 2
N -0.825 -0.231 1.369
C -0.739 1.116 1.339
N -0.215 1.736 0.328
H -0.164 -0.709 0.722
H -1.502 -0.769 1.910
H -1.072 1.643 2.230
H -0.152 2.755 0.386
H -0.173 1.245 -0.569
H -2.796 -3.260 0.682
H -3.590 -2.821 -0.608
O -2.815 -2.606 -0.035
H 1.613 -1.417 -0.711
H 1.802 0.074 -0.690
O 1.135 -0.603 -0.498
H 2.798 0.899 -2.539
H 3.662 1.831 -1.690
O 3.033 1.116 -1.626
*
```

energy above the lowest of the compared OMol25 structures with the same formula, charge and spin: 0.449 eV
HOMO-LUMO gap (spin up / spin down): 9.57 / 3.46 eV
HOMO (spin up / spin down): -18.49 / -18.47 eV
total energy: -379.165925 Ha


[6]
Computed, not measured: a structure of composition C6H7NaO7 at a distorted geometry, with ωB97M-V/def2-TZVPD.

Structure (ORCA input):
```
! RIJCOSX wB97M-V def2-TZVPD def2/J DEFGRID3
* xyz -1 2
C 0.008 -0.104 -0.381
C -1.431 -0.390 0.026
O -2.161 0.830 0.011
C -3.481 0.781 0.244
O -4.042 -0.315 0.487
O -4.104 1.868 0.150
H 0.178 0.970 -0.188
H 1.021 -1.932 -0.344
H -1.460 -0.835 1.031
H -1.890 -1.113 -0.662
C 1.035 -0.984 0.301
C 2.456 -0.560 0.195
O 2.728 0.765 0.208
C 4.065 1.227 0.129
O 4.845 0.855 1.013
O 4.254 1.938 -0.867
H 3.292 -1.238 0.368
H 0.798 -1.142 1.369
Na -6.756 0.961 0.725
O 0.029 -0.425 -1.805
H 0.617 -1.157 -2.012
*
```

energy above the lowest of the compared OMol25 structures with the same formula, charge and spin: 0.000 eV
HOMO-LUMO gap (spin up / spin down): 2.23 / 3.83 eV
HOMO (spin up / spin down): -2.45 / -4.05 eV
total energy: -921.831054 Ha